# 1
# C5H6O

One molecule with the formula C5H6O (the ωB97M-V functional and the def2-TZVPD basis, the Open Molecules 2025 dataset).

XYZ file:
```
12
Properties=species:S:1:pos:R:3:forces:R:3:nbo_charge:R:1
C -0.55420 -1.02715 -1.99878 -0.2 0.1 0.4 -0.26
C -0.92853 -0.80719 -0.87516 0.3 -0.1 -0.5 0.01
C -1.00232 -0.40464 0.53413 0.0 0.0 0.0 -0.51
C 0.43916 -0.05589 0.87792 0.0 -0.2 -0.1 0.07
C 1.01649 1.12492 0.25707 0.1 0.1 -0.3 -0.11
O 0.70856 1.09733 1.65048 -0.1 0.1 0.2 -0.48
H -0.17684 -1.17741 -2.98489 -0.2 -0.1 0.1 0.24
H -1.38942 -1.20508 1.17570 0.0 0.2 -0.2 0.24
H -1.63421 0.48382 0.66135 0.1 -0.2 0.0 0.25
H 1.08994 -0.91056 1.07000 -0.1 0.1 0.0 0.19
H 0.36081 1.74789 -0.35240 0.2 0.0 0.1 0.18
H 2.07057 1.13394 -0.01541 -0.1 0.1 0.2 0.19
```
Positions in Å, forces in eV/Å.

Its SMILES is C#CC[C@H]1CO1. The calculation puts the total energy at -269.2389 a.u. For the frontier orbital gap, the calculation gives 11.08 eV. Its relative energy (zero: lowest compared OMol25 entry of this formula, charge and spin) is 67.3 kcal/mol. As for the multiplicity: 1. As for the total charge: 0. Its strongest force on any atom is 0.6 eV/A.



# 2
# C3H6ClNO2S

A 2-piece molecular cluster, C3H6ClNO2S overall in a non-equilibrium geometry (the ωB97M-V functional and the def2-TZVPD basis, the Open Molecules 2025 dataset).

XYZ file:
```
14
Properties=species:S:1:pos:R:3:forces:R:3:nbo_charge:R:1
C 2.56435 0.99002 -0.80569 -2.0 -5.0 1.6 -0.42
C 1.24203 0.64337 -0.85314 1.1 1.0 0.8 -0.03
C 0.52679 -1.41584 -0.07654 0.0 -3.2 -1.4 -0.02
N 0.38880 -0.18949 -0.12390 2.2 0.9 0.6 -0.44
O -2.15835 -0.86112 1.38353 1.8 -0.6 2.6 -0.98
O -3.70439 -0.24048 -0.29665 -1.2 -0.4 -0.7 -0.86
S -2.42255 0.20087 0.09692 1.2 -0.4 2.0 1.60
Cl -2.76922 1.96938 1.16497 0.2 0.1 0.2 -0.30
H 2.73945 1.94823 -0.96579 0.9 4.1 -1.6 0.19
H 3.41880 0.45841 -0.36786 -0.8 -0.2 0.0 0.20
H 0.61221 1.39183 -1.19074 -0.8 1.8 -1.2 0.18
H 1.01945 -1.99823 -0.99126 -0.5 0.8 2.4 0.16
H -1.46754 -0.98358 2.24989 -2.5 1.5 -3.9 0.54
H 0.01018 -1.91338 0.77627 0.3 -0.3 -1.1 0.18
```
Positions in Å, forces in eV/Å.

The calculation puts the total energy at -1181.3750 a.u. For the frontier orbital gap, the calculation gives 9.42 eV. Its relative energy (zero: lowest compared OMol25 entry of this formula, charge and spin) is 89.9 kcal/mol. As for the multiplicity: 1. As for the total charge: 0. Its strongest force on any atom is 5.6 eV/A.



# 3
# C11H15BBr24NO3S

C11H15BBr24NO3S as an isolated structure in a non-equilibrium geometry (the ωB97M-V functional and the def2-TZVPD basis, the Open Molecules 2025 dataset).

XYZ file:
```
56
Properties=species:S:1:pos:R:3:forces:R:3:nbo_charge:R:1
O 2.37242 1.50923 -0.10173 -1.7 0.0 0.1 -0.88
B 1.95028 0.47621 -0.88981 1.3 -0.9 0.3 1.30
O 2.37152 -0.80036 -0.52728 0.4 0.8 -0.8 -0.93
O 1.15326 0.60666 -2.04595 -0.3 0.8 1.4 -0.73
C -0.20596 0.87608 -1.78438 0.5 -1.7 -0.8 -0.01
C -0.81523 0.41977 -0.46602 -1.6 1.6 1.1 -0.34
N -0.89999 -1.02463 -0.34395 3.1 0.8 -2.3 -0.49
C -1.00841 -1.57608 -1.55576 1.7 1.7 0.4 -0.03
S -1.04541 -0.38788 -2.85868 0.1 -1.3 0.3 0.43
H 1.70021 2.20819 -0.13921 0.7 0.4 0.0 0.49
H 3.06637 -1.04971 -1.16122 -0.2 -0.6 0.3 0.51
H -0.44316 1.90054 -2.08406 -0.5 -0.2 0.2 0.25
H -1.87989 0.73698 -0.55602 0.2 0.0 -0.1 0.26
H -0.53701 0.94331 0.45824 0.6 -0.5 -0.2 0.27
H -0.82508 -1.43265 0.58300 0.0 -0.5 -0.3 0.48
H -1.03971 -2.65461 -1.68036 0.1 0.2 -0.2 0.29
C -5.05734 -1.47278 -0.35039 -0.6 -0.3 -0.4 -0.51
Br -6.07885 -1.24905 -1.97124 0.2 0.0 0.1 0.11
Br -5.77722 -2.86257 0.77178 0.2 0.2 -0.1 0.11
Br -3.16042 -1.74087 -0.71245 -4.6 -0.3 1.3 0.12
H -5.11780 -0.53791 0.20502 0.1 -0.4 -0.2 0.24
C -3.62191 -0.49151 3.58532 -0.1 -0.1 0.2 -0.50
Br -4.30674 0.69564 2.22478 0.1 0.2 0.2 0.07
Br -1.75739 -0.92404 3.28213 0.0 0.0 0.0 0.06
Br -3.91367 0.20113 5.34839 0.1 0.2 -0.3 0.15
H -4.17952 -1.41714 3.50869 0.1 0.0 -0.1 0.24
C 5.31312 2.08542 1.75829 -0.1 0.0 0.0 -0.50
Br 6.81436 0.88503 1.89693 -0.1 0.1 0.0 0.10
Br 4.46549 2.37152 3.46682 0.1 0.0 -0.1 0.09
Br 5.79649 3.75426 0.91669 0.0 -0.1 0.2 0.10
H 4.58280 1.60607 1.11921 0.0 0.0 0.0 0.23
C 5.94713 -3.24021 -2.14767 0.1 0.0 0.0 -0.50
Br 6.52176 -1.70191 -1.13540 -0.2 -0.1 -0.1 0.10
Br 4.46685 -4.13801 -1.29423 0.1 0.1 -0.1 0.08
Br 5.54625 -2.79228 -3.98182 0.0 0.0 0.2 0.09
H 6.77466 -3.93656 -2.16589 0.0 0.0 0.0 0.23
C 5.00909 1.33715 -3.81278 0.0 -0.1 -0.1 -0.51
Br 4.36420 2.50336 -5.20629 0.0 -0.1 0.1 0.10
Br 6.84248 0.82825 -4.08896 -0.1 0.2 0.0 0.11
Br 4.73359 2.10098 -2.05807 0.1 -0.1 -0.3 0.08
H 4.42078 0.42992 -3.86151 0.0 0.0 0.0 0.22
C -4.22709 -2.94967 8.07984 -0.1 0.0 0.1 -0.50
Br -4.22684 -4.55695 9.13955 0.0 0.1 -0.1 0.12
Br -3.43404 -3.24237 6.34289 0.0 -0.2 0.1 0.06
Br -5.99147 -2.18432 7.93464 0.1 -0.1 0.0 0.10
H -3.60731 -2.22755 8.59359 0.0 0.0 0.0 0.23
C -1.73399 -0.24982 -7.17598 0.1 -0.1 -0.1 -0.49
Br -1.17855 1.06184 -5.87106 0.0 0.2 -0.2 0.07
Br -0.28769 -0.74415 -8.34429 -0.1 0.0 0.2 0.12
Br -2.53647 -1.78953 -6.33152 0.1 0.1 0.0 0.09
H -2.49674 0.21426 -7.78636 0.0 0.0 0.1 0.23
C -2.68149 4.69073 3.02520 -0.1 0.2 0.1 -0.49
Br -2.49178 6.50425 2.40862 0.0 -0.2 0.0 0.12
Br -1.42271 3.50742 2.15246 0.1 0.0 0.0 0.03
Br -2.55374 4.56220 4.94134 0.0 0.0 -0.2 0.12
H -3.67252 4.35870 2.74691 0.1 0.0 0.0 0.23
```
Positions in Å, forces in eV/Å.

The calculation puts the total energy at -62907.7185 a.u. For the frontier orbital gap, the calculation gives 7.36 eV. As for the multiplicity: 1. As for the total charge: +1. Its strongest force on any atom is 4.7 eV/A.



# 4
# C15H42Cu3O17

C15H42Cu3O17 as an isolated structure in a non-equilibrium geometry (the ωB97M-V functional and the def2-TZVPD basis, the Open Molecules 2025 dataset).

XYZ file:
```
77
Properties=species:S:1:pos:R:3:forces:R:3:mulliken_charge:R:1
Cu -2.33635 8.89012 0.93405 0.3 0.2 -0.5 0.66
Cu -5.49764 12.47773 0.79879 0.5 0.2 -0.3 0.77
Cu -5.17768 9.01595 -3.15157 0.4 0.6 0.3 0.65
C -2.70080 12.48110 -2.59083 2.0 0.2 -4.3 0.56
O -2.43989 12.29137 -3.79162 -0.2 -0.7 -2.2 -0.61
O -3.15498 11.65285 -1.86384 -3.5 -5.2 4.3 -0.58
O -2.34813 13.52576 -2.11816 1.2 5.2 2.6 -0.53
C 2.83636 13.13113 -3.67062 -1.0 1.9 0.4 -0.31
C 2.72432 14.27954 -2.56956 0.9 -0.4 -1.0 -0.40
O 1.82027 14.09481 -1.50447 -0.1 -0.7 0.0 -0.47
O 1.76875 13.22715 -4.64144 0.6 -0.2 0.5 -0.47
H 2.86215 12.13953 -3.21878 0.1 0.0 0.1 0.16
H 3.74023 13.32849 -4.24696 0.0 -0.2 0.1 0.32
H 2.51776 15.23860 -3.04455 -0.2 -0.1 -0.5 0.28
H 3.70592 14.44673 -2.12616 0.1 -0.4 0.2 0.34
H 0.94927 13.95867 -1.88451 -0.3 0.1 0.1 0.27
H 0.93007 13.21066 -4.17460 -0.2 -0.1 0.0 0.26
C -0.11335 8.25232 -6.62426 1.8 -1.8 0.4 -0.32
C 0.40199 6.76644 -6.59159 1.3 2.1 -0.2 -0.46
O -0.31698 5.99563 -7.45370 -1.2 -0.9 -1.3 -0.51
O -1.33004 8.25400 -5.99369 -2.0 0.3 1.3 -0.50
H -0.26550 8.61592 -7.64050 0.7 -0.1 -0.2 0.29
H 0.62437 8.82826 -6.06556 0.1 0.4 -0.2 0.32
H 0.43939 6.24704 -5.63403 -0.2 0.7 0.7 0.26
H 1.43611 6.82959 -6.93028 0.2 -0.2 -0.2 0.32
H -1.22193 6.27397 -7.29501 -0.4 -0.4 -0.3 0.33
H -1.53240 9.15888 -5.74499 -0.3 0.1 0.0 0.27
C -5.02862 12.54765 -8.93895 -1.8 -0.5 0.2 -0.34
C -3.97083 11.52208 -8.92070 2.7 0.0 -0.1 -0.28
O -2.80620 12.20423 -8.41712 0.2 -0.7 0.7 -0.50
O -5.66432 12.65506 -7.62750 0.2 -0.3 -0.8 -0.50
H -5.76200 12.19059 -9.66196 -0.6 0.4 0.2 0.29
H -4.65622 13.52011 -9.26105 0.1 -0.2 0.0 0.26
H -3.60096 11.10067 -9.85542 -0.6 0.5 -0.6 0.32
H -4.13223 10.61118 -8.34423 -0.7 0.2 0.4 0.21
H -3.02822 12.29916 -7.48797 0.6 0.3 0.4 0.26
H -5.20240 13.30029 -7.08723 0.1 0.2 -0.2 0.29
C -8.35880 13.57044 -2.66775 -0.8 0.4 -0.3 -0.42
C -9.09495 12.30512 -2.24927 0.9 0.4 0.4 -0.40
O -8.20464 11.18487 -2.24517 0.3 -0.4 -0.6 -0.50
O -7.31744 13.98293 -1.79958 0.6 -0.5 0.1 -0.46
H -9.02318 14.43208 -2.73310 -0.7 -0.3 0.0 0.30
H -7.91215 13.50096 -3.65961 -0.3 -0.6 -0.2 0.36
H -9.89797 12.13248 -2.96583 0.0 -0.2 0.1 0.27
H -9.50589 12.42106 -1.24638 -0.2 0.2 0.0 0.29
H -7.95520 10.86968 -1.37337 -0.4 0.4 0.1 0.27
H -6.69340 14.22774 -2.48678 0.9 0.4 0.8 0.31
C -1.77920 12.71083 2.62807 1.3 0.1 0.1 -0.39
C -2.04049 14.17554 2.73864 1.1 0.1 3.0 -0.49
O -2.83883 14.70905 1.78276 -1.6 0.4 -1.7 -0.46
O -2.92124 11.98589 2.92106 -2.4 -1.5 -0.7 -0.48
H -1.08301 12.24066 3.32261 1.1 1.2 -0.2 0.40
H -1.40909 12.60014 1.60882 -0.2 -0.8 -0.3 0.26
H -1.10081 14.70241 2.90445 0.3 0.2 -0.5 0.33
H -2.58546 14.34741 3.66685 0.0 0.0 0.2 0.26
H -2.53509 14.53025 0.88980 0.4 0.0 -0.3 0.31
H -2.79091 11.53582 3.75894 -0.2 0.1 0.0 0.30
C 1.89113 9.01065 0.04223 1.6 0.6 -0.6 -0.41
C 1.48590 7.93848 -0.96447 -0.6 0.1 0.4 -0.36
O 0.08710 8.10325 -1.20956 -0.7 -0.3 0.0 -0.45
O 1.35963 8.95090 1.36451 -0.5 -0.3 -0.8 -0.51
H 1.68982 9.98236 -0.40873 -0.7 0.1 0.3 0.18
H 2.97640 9.07763 0.11844 0.3 -0.5 0.0 0.37
H 1.70277 6.91905 -0.64534 -0.2 0.0 0.3 0.26
H 1.90186 8.02651 -1.96813 1.0 0.4 0.4 0.34
H 0.08546 8.51361 -2.07743 -0.7 0.1 0.0 0.29
H 1.90756 8.32397 1.84235 0.0 -0.1 0.2 0.32
C -3.89456 17.60782 -4.96462 1.6 0.4 -0.1 -0.32
C -3.24914 18.20822 -3.70654 0.3 -1.0 -0.2 -0.49
O -1.99512 17.53053 -3.38910 -1.1 0.8 -0.1 -0.47
O -4.26992 16.24386 -4.84692 -1.1 0.1 0.5 -0.43
H -3.15869 17.62950 -5.76844 0.0 0.5 -0.2 0.27
H -4.73204 18.25510 -5.22497 -0.3 -0.5 -0.1 0.33
H -4.02862 18.16571 -2.94581 0.3 -0.4 0.7 0.23
H -3.01152 19.26902 -3.78619 0.1 -0.1 -0.5 0.37
H -2.17758 16.62528 -3.12674 -0.1 -0.1 0.2 0.27
H -3.54782 15.69727 -4.52846 0.3 0.2 -0.1 0.24
```
Positions in Å, forces in eV/Å.

The calculation puts the total energy at -6796.4142 a.u. For the frontier orbital gap, the calculation gives 3.07 eV. Its relative energy (zero: lowest compared OMol25 entry of this formula, charge and spin) is 316.4 kcal/mol. As for the multiplicity: 1. As for the total charge: +1. Its strongest force on any atom is 7.6 eV/A.



- Among the records above, which one has the highest total energy?
  C5H6O



- Look up the total energy of the third one.
  -62907.7185 a.u.